w) {
  "formula": "H27O14",
  "method": "ωB97M-V/def2-TZVPD",
  "elements": ["O", "H", "O", "H", "H", "O", "H", "H", "O", "H", "H", "O", "H", "H", "O", "H", "H", "O", "H", "H", "O", "H", "H", "O", "H", "H", "O", "H", "H", "O", "H", "H", "O", "H", "H", "O", "H", "H", "O", "H", "H"],
  "xyz": [[2.73473, -1.29201, 4.15515], [3.42254, -0.61795, 3.87256], [1.53369, -1.23509, -0.24898], [1.93963, -2.10085, -0.14974], [1.98327, -0.93001, 0.97905], [-1.52824, -1.76173, -2.07702], [1.31307, 0.28126, 2.18322], [-3.28147, 0.61263, -1.13639], [-3.63043, 1.32125, -1.74661], [-4.47650, -1.08573, -0.31712], [-4.50924, 1.42631, -1.37978], [-4.10176, -1.66644, 2.75757], [0.65268, -1.47649, 1.52054], [-3.11442, -1.41224, 2.58600], [3.82900, 2.63511, 1.96100], [3.38469, 1.79243, 2.13428], [3.56981, 2.84321, 1.07083], [0.58489, 1.52236, -4.49277], [0.94630, 0.96590, -3.81696], [0.46988, 0.96774, -5.26597], [2.07608, -0.25012, 1.99811], [-0.62673, -1.64412, -1.71854], [-4.34526, -1.44426, 1.82667], [-3.62728, -0.90104, 0.08177], [-3.00966, -1.24918, -0.57992], [-1.44452, -1.03092, -2.69057], [-2.29128, 1.51879, -4.37567], [-1.91816, 2.33128, -4.00540], [-3.06523, 1.38464, -3.80719], [-0.28117, -0.53712, 5.17867], [-0.58128, -0.80168, 4.27308], [0.61143, -0.20036, 4.99906], [-0.24298, -1.09404, 1.61163], [-0.32715, -0.60159, 0.79764], [2.18809, -1.31581, 3.25146], [3.31097, 2.75339, -0.99482], [3.82528, 3.43734, -0.55219], [3.44882, 2.70220, -1.95995], [1.59966, -1.06408, -3.36027], [1.90031, -2.05212, -3.22300], [1.71107, -0.85786, -2.40611]],
  "total_charge": -1
}

=====

x) {
  "formula": "H27O14",
  "method": "ωB97M-V/def2-TZVPD",
  "elements": ["O", "H", "O", "H", "H", "O", "H", "H", "O", "H", "H", "O", "H", "H", "O", "H", "H", "O", "H", "H", "O", "H", "H", "O", "H", "H", "O", "H", "H", "O", "H", "H", "O", "H", "H", "O", "H", "H", "O", "H", "H"],
  "xyz": [[-3.92009, -0.65985, 0.15464], [-4.00602, -0.25931, 1.03777], [-3.16438, 2.97697, -2.10795], [-0.60244, -0.67325, 1.93658], [1.95211, -1.05886, 4.77887], [-0.36583, 4.47110, 1.36578], [0.87791, -0.81638, 3.60098], [-1.97888, -2.61525, -0.64158], [-2.32903, -3.50348, -0.57438], [0.28638, 1.57590, 0.46171], [-1.43357, -3.93756, -0.58715], [3.34215, 2.99646, 0.27438], [-4.52290, -1.41285, 0.28987], [-2.28474, 2.59144, -2.09718], [0.39440, -3.61240, -0.82773], [2.64816, 3.69811, 0.45275], [0.81157, -2.68029, -0.45750], [0.58184, 2.38858, 0.06153], [-1.67340, -0.99860, -1.61431], [-0.19305, 2.79262, -0.31772], [1.03649, -1.13830, 4.50453], [0.32333, 3.80512, 1.67840], [2.73353, 2.53438, -0.32579], [3.47001, -3.04840, 0.00655], [3.90140, -2.66838, -0.74722], [-1.22050, 4.20594, 1.72459], [3.69129, 0.03980, -2.73432], [4.64195, 0.26943, -2.59797], [3.65558, -0.73298, -2.17096], [1.43079, -1.50119, 0.01442], [1.04167, -4.08345, -1.34477], [0.81541, -0.68771, 1.19932], [0.26110, -0.27540, 1.90623], [-2.57735, 1.39533, 0.54541], [1.84820, -0.79676, -0.49906], [-2.18402, -0.30346, -2.01491], [2.62705, -2.55605, 0.27913], [-2.98838, -0.46807, -2.48687], [-1.84767, 1.57531, -0.03063], [-3.68562, 2.33781, -1.62920], [-1.39451, 0.83393, -0.46622]],
  "total_charge": -1
}

=====

Which structure loses on stability? w) does.

=====

w) {
  "formula": "C6H8OS",
  "method": "ωB97M-V/def2-TZVPD",
  "elements": ["O", "C", "S", "C", "C", "C", "C", "C", "H", "H", "H", "H", "H", "H", "H", "H"],
  "xyz": [[1.77733, 1.89892, 0.12823], [1.43531, 0.74926, -0.01399], [2.40641, -0.67679, -0.09504], [1.00728, -1.86450, 0.15789], [-0.32144, -1.17002, -0.33923], [-0.15773, 0.35228, -0.08157], [-1.10155, 1.16720, 0.78627], [-0.97125, 1.46979, -0.62343], [0.69972, -1.83732, 1.18609], [1.31726, -2.75621, -0.17068], [-0.26650, -1.34074, -1.41464], [-1.04694, -1.72879, 0.14902], [-0.62246, 1.71502, 1.57197], [-2.00646, 0.57631, 0.99692], [-1.81354, 1.16141, -1.26908], [-0.33543, 2.28418, -0.96874]]
}

=====

x) {
  "formula": "C6H8OS",
  "method": "ωB97M-V/def2-TZVPD",
  "elements": ["C", "C", "C", "C", "C", "C", "O", "S", "H", "H", "H", "H", "H", "H", "H", "H"],
  "xyz": [[-2.15781, -0.81089, 0.48250], [-0.98511, -0.33235, -0.33156], [-0.42148, 0.99934, 0.12383], [0.85777, 1.37894, -0.05899], [2.00471, 0.50246, -0.39687], [1.71478, -0.95965, 0.06757], [2.49325, -1.51827, 0.80738], [0.22276, -1.66346, -0.59642], [-2.81554, -1.49709, -0.05349], [-1.79427, -1.33547, 1.36314], [-2.74726, 0.03528, 0.81175], [-1.51510, -0.17992, -1.30047], [-1.13536, 1.68861, 0.58800], [1.09371, 2.42616, -0.07326], [2.95534, 0.84305, 0.04597], [2.22961, 0.42326, -1.47909]]
}

=====

y) {
  "formula": "C6H8OS",
  "method": "ωB97M-V/def2-TZVPD",
  "elements": ["C", "C", "C", "O", "C", "C", "C", "S", "H", "H", "H", "H", "H", "H", "H", "H"],
  "xyz": [[2.45980, -1.11120, 0.08873], [1.00648, -1.56627, -0.13432], [-0.07377, -0.75945, -0.08704], [-1.35452, -1.37126, -0.13249], [-2.31765, -0.46544, 0.26262], [-1.73011, 0.92660, -0.15197], [-0.19701, 0.67249, 0.03654], [1.01990, 1.75019, 0.01021], [2.75236, -0.79409, 1.16748], [2.53979, 0.03527, -0.35723], [3.28944, -1.86665, -0.24742], [0.94998, -2.60338, -0.19560], [-2.49761, -0.63192, 1.37934], [-3.31235, -0.49960, -0.28557], [-2.14562, 1.78901, 0.48023], [-1.94472, 1.35803, -1.13208]]
}

=====

z) {
  "formula": "C6H8OS",
  "method": "ωB97M-V/def2-TZVPD",
  "elements": ["C", "C", "C", "O", "C", "C", "C", "S", "H", "H", "H", "H", "H", "H", "H", "H"],
  "xyz": [[2.05213, 0.63410, 0.28009], [0.65464, 1.21456, 0.51659], [-0.51739, 0.36637, 0.20124], [-0.60763, -0.87352, 1.20520], [-1.22028, -1.84372, 0.47544], [-1.44594, -1.39631, -0.87906], [-1.13661, -0.01824, -1.03910], [-2.12676, 1.11920, 0.00231], [2.43573, -0.22128, 0.82353], [2.66693, 1.45576, 0.31467], [2.02340, 0.44055, -0.78182], [0.63456, 2.18068, 0.02766], [0.69034, 1.42503, 1.58303], [-1.50301, -2.80465, 0.87448], [-1.93382, -2.02398, -1.59812], [-0.66629, 0.34544, -2.00615]]
}

=====

Which structure loses on stability? y) does.

=====

w) {
  "formula": "C6H8OS",
  "method": "ωB97M-V/def2-TZVPD",
  "elements": ["O", "C", "C", "C", "C", "C", "S", "C", "H", "H", "H", "H", "H", "H", "H", "H"],
  "xyz": [[-2.73022, -0.93208, -0.61835], [-1.63261, -0.49669, -0.34963], [-1.28896, 0.93624, -0.62111], [-0.01878, 1.16033, 0.14863], [0.70292, -0.20224, 0.06616], [2.09600, -0.41698, 0.59962], [2.01098, -0.36737, -1.20171], [-0.39766, -1.19696, 0.17002], [-2.15778, 1.56253, -0.29528], [-1.18226, 1.11871, -1.71040], [0.62825, 1.98765, -0.24427], [-0.21843, 1.41561, 1.19731], [2.57988, 0.47286, 0.98268], [2.40485, -1.34961, 1.07545], [-0.24043, -2.13951, -0.39812], [-0.55575, -1.55249, 1.19900]]
}

=====

x) {
  "formula": "C6H8OS",
  "method": "ωB97M-V/def2-TZVPD",
  "elements": ["C", "C", "C", "O", "C", "C", "C", "S", "H", "H", "H", "H", "H", "H", "H", "H"],
  "xyz": [[-0.90317, 2.75766, 0.50916], [-0.13894, 1.45964, 0.11379], [0.82806, 1.69241, -0.97816], [1.90186, 1.07612, -1.11527], [-0.22981, 0.31460, 0.80678], [0.34201, -0.98015, 0.29347], [-0.02093, -2.12193, 1.15676], [-0.77831, -2.10577, -0.48586], [-0.44832, 3.21960, 1.36357], [-0.82902, 3.51774, -0.27139], [-1.92533, 2.52443, 0.90584], [0.59338, 2.49177, -1.70695], [-0.86590, 0.25027, 1.69615], [1.32797, -0.84126, -0.06088], [0.78846, -2.83610, 1.35480], [-0.66646, -1.97666, 2.00399]]
}

=====

Which structure loses on stability? x) does.